Entry from the OMol25 dataset: C43H38N6OP2PtSTe as an isolated structure at a distorted geometry (wB97M-V/def2-TZVPD).

```
! RIJCOSX wB97M-V def2-TZVPD def2/J DEFGRID3
* xyz 0 1
Pt -0.872 0.775 1.459
Te 2.063 3.579 1.895
C 2.735 5.255 0.750
C 2.864 6.514 1.317
C 3.359 7.548 0.537
N 3.722 7.403 -0.725
C 3.607 6.199 -1.261
C 3.123 5.099 -0.574
C 1.001 2.761 0.200
P 1.043 0.956 0.276
C 0.762 0.315 -1.402
C 1.314 0.818 -2.573
C 1.093 0.165 -3.771
C 0.316 -0.980 -3.816
C -0.273 -1.461 -2.659
C -0.046 -0.816 -1.460
C 2.798 0.627 0.588
C 3.765 1.087 -0.298
C 5.102 1.009 0.040
C 5.474 0.472 1.262
C 4.514 -0.007 2.138
C 3.173 0.069 1.803
P -0.765 3.074 0.498
C -1.521 2.665 -1.106
C -2.717 1.957 -1.110
C -3.333 1.645 -2.309
C -2.779 2.070 -3.505
C -1.583 2.770 -3.505
C -0.948 3.055 -2.311
C -0.882 4.901 0.544
C -1.688 5.479 1.518
C -1.752 6.857 1.632
C -1.013 7.657 0.775
C -0.230 7.083 -0.214
C -0.163 5.706 -0.330
H 2.576 6.683 2.343
H 3.469 8.544 0.948
H 3.929 6.113 -2.291
H 3.045 4.133 -1.054
H 1.884 1.735 -2.566
H 1.528 0.552 -4.682
H 0.153 -1.489 -4.754
H -0.904 -2.336 -2.695
H -0.523 -1.155 -0.543
H 3.475 1.512 -1.245
H 5.850 1.382 -0.644
H 6.517 0.434 1.533
H 4.806 -0.423 3.090
H 2.405 -0.282 2.481
H -3.160 1.654 -0.167
H -4.258 1.091 -2.311
H -3.270 1.842 -4.440
H -1.149 3.093 -4.442
H 0.005 3.561 -2.315
H -2.254 4.837 2.180
H -2.364 7.304 2.403
H -1.044 8.732 0.881
H 0.346 7.709 -0.882
H 0.455 5.262 -1.095
N -5.969 -1.380 0.050
C -5.383 -0.899 0.919
N -4.753 -0.400 1.922
C -3.613 0.067 2.059
N -2.597 0.573 2.387
C -3.000 -6.558 -1.935
C -2.936 -5.308 -1.061
C -1.831 -5.419 -0.008
N -1.869 -4.299 0.905
C -0.859 -3.505 1.283
S -1.175 -2.116 2.143
N 0.428 -3.864 0.936
C 1.052 -5.099 1.044
O 2.111 -5.277 0.487
C 0.407 -6.126 1.906
C 0.572 -7.473 1.583
C 0.039 -8.462 2.390
C -0.650 -8.123 3.544
C -0.784 -6.789 3.892
C -0.260 -5.795 3.084
H -3.744 -6.429 -2.718
H -3.284 -7.426 -1.344
H -2.034 -6.760 -2.397
H -3.894 -5.172 -0.554
H -2.762 -4.428 -1.684
H -0.856 -5.439 -0.501
H -1.956 -6.352 0.556
H -2.786 -4.018 1.226
H 1.049 -3.108 0.669
H 1.114 -7.739 0.688
H 0.166 -9.500 2.122
H -1.068 -8.894 4.177
H -1.297 -6.514 4.801
H -0.356 -4.763 3.385
*
```

Results
DFT total energy in eV: -96146.456
HOMO energy (spin up / spin down) in eV: -7.29 / -6.99
ΔE to the lowest compared entry with this formula, charge and spin in kJ/mol: 423.65
F_max in eV/A: 3.608
Frontier orbital gap (spin up / spin down) in eV: 5.48 / 4.92
LUMO level (spin up / spin down) in Eh: -0.06655 / -0.07579